w | Computed, not measured: 6 unconnected molecules or ions with the total composition CH13O5S, with ωB97M-V with the def2-TZVPD basis set.

Geometry as ORCA input:
```
! wB97M-V def2-TZVPD RIJCOSX def2/J DEFGRID3
* xyz -1 1
C -0.1651 -1.8390 -2.2118
S 0.3367 -1.2590 -0.5522
H 0.3748 -2.7648 -2.4494
H -1.2223 -2.0740 -2.2907
H 0.1628 -1.1231 -2.9632
H 2.0670 0.1438 -0.5726
H 3.1654 -0.0502 0.4284
O 3.0064 0.4137 -0.4028
H -1.3460 0.7765 3.9487
H -1.6689 1.7255 2.8954
O -1.6334 1.6947 3.8619
H -4.1036 3.2346 1.0895
H -3.2843 1.9624 0.8397
O -3.7998 2.4348 1.5298
H -1.4207 0.5230 -0.0065
H -1.3577 1.9608 -0.3782
O -2.0035 1.2476 -0.3078
H 3.6861 -1.0952 -1.1895
H 3.0692 -2.3035 -1.8184
O 3.9337 -1.9647 -1.5574
*
```

The calculation puts the gap between HOMO and LUMO at 7.0 eV. The calculation puts the HOMO energy at -0.1367 Ha.

x | Computed, not measured: 6 unconnected molecules or ions with the total composition CH13O5S, with ωB97M-V with the def2-TZVPD basis set.

Geometry as ORCA input:
```
! wB97M-V def2-TZVPD RIJCOSX def2/J DEFGRID3
* xyz -1 1
C 1.2779 -2.1598 -0.8648
S -0.5356 -1.6188 -0.8541
H 2.0291 -1.3253 -0.8489
H 1.3604 -2.7107 0.0931
H 1.6754 -2.8544 -1.6540
H -3.3395 -0.8750 0.2924
H -4.3181 -0.9986 -0.8595
O -4.2166 -1.0174 0.0484
H 2.2014 -2.2045 3.2779
H 2.3786 -0.5223 3.5104
O 2.3721 -1.5279 3.9939
H -0.2638 1.7231 -0.8835
H -0.3348 0.5246 0.0603
O -0.5515 1.5273 0.0361
H 0.5934 2.4746 1.2111
H 1.1807 2.3280 2.3561
O 1.3252 2.9973 1.7224
H -0.7300 1.2880 -3.4493
H -1.4171 2.7457 -3.4068
O -0.6872 2.2061 -3.7812
*
```

The calculation puts the gap between HOMO and LUMO at 6.6 eV. The calculation puts the HOMO energy at -0.1293 Ha.

Which of them is the most stable, and which is the least stable? w and x, in that order.

w | Computed, not measured: a single C26H33N3O6 molecule, with ωB97M-V with the def2-TZVPD basis set.

Geometry as ORCA input:
```
! wB97M-V def2-TZVPD RIJCOSX def2/J DEFGRID3
* xyz 0 1
C -0.9008 -4.7912 -1.2316
O -1.8722 -3.8692 -0.8052
C -1.4801 -2.7812 -0.0641
C -0.1491 -2.5481 0.2689
C 0.2247 -1.4297 1.0005
C 1.6196 -1.1296 1.4247
O 1.8209 -0.4809 2.4465
N 2.6595 -1.6042 0.6901
C 2.6267 -1.9596 -0.7139
C 3.7944 -1.3063 -1.4699
C 4.1644 0.0256 -0.8089
N 2.9914 0.8697 -0.6736
C 2.1395 1.1864 -1.6618
O 2.2616 0.8314 -2.8171
C 0.9433 2.0380 -1.1957
C -0.3268 1.4935 -1.8596
C -1.6034 2.1283 -1.3780
C -1.6739 3.4625 -0.9955
C -2.8701 4.0040 -0.5561
C -4.0127 3.2248 -0.4977
C -3.9554 1.8975 -0.8868
C -2.7592 1.3573 -1.3210
N 0.8073 2.0547 0.2404
C 1.1798 3.1061 1.0134
C 0.9436 2.8796 2.4897
O 1.6696 4.1131 0.5483
C 4.7343 -0.2573 0.5837
C 4.0016 -1.4529 1.2170
C -0.7682 -0.5689 1.4715
C -2.0961 -0.7803 1.1547
O -3.1253 0.0023 1.5679
C -2.8276 1.1680 2.2958
C -2.4735 -1.8830 0.3546
O -3.8042 -1.9310 0.0967
C -4.4047 -3.0487 -0.5165
H -1.4499 -5.5459 -1.7928
H -0.1588 -4.3245 -1.8878
H -0.3958 -5.2698 -0.3863
H 0.5935 -3.2736 -0.0089
H 1.6853 -1.6148 -1.1439
H 2.6911 -3.0497 -0.8311
H 4.6757 -1.9482 -1.4640
H 3.4967 -1.1325 -2.5025
H 4.9055 0.5450 -1.4303
H 2.8046 1.2459 0.2441
H 1.1425 3.0691 -1.5117
H -0.2221 1.6311 -2.9390
H -0.3807 0.4153 -1.6764
H -0.7964 4.0893 -1.0323
H -2.9064 5.0417 -0.2577
H -4.9430 3.6510 -0.1518
H -4.8361 1.2754 -0.8407
H -2.7205 0.3190 -1.6173
H 0.3740 1.2470 0.6627
H 1.4638 3.6455 3.0576
H 1.3004 1.8952 2.7891
H -0.1217 2.9518 2.7030
H 5.7980 -0.4830 0.5102
H 4.6254 0.6300 1.2088
H 3.9242 -1.3269 2.2974
H 4.5398 -2.3820 1.0063
H -0.4802 0.2224 2.1443
H -2.2095 1.8565 1.7101
H -3.7883 1.6384 2.4968
H -2.3323 0.9379 3.2450
H -4.2170 -3.9673 0.0429
H -5.4727 -2.8312 -0.5084
H -4.0678 -3.1786 -1.5471
*
```

Its SMILES is COc1cc(C(=O)N2CCC(NC(=O)[C@@H](Cc3ccccc3)NC(C)=O)CC2)cc(OC)c1OC. The calculation puts the gap between HOMO and LUMO at 8.8 eV. The calculation puts the HOMO energy at -0.3061 Ha.

x | Computed, not measured: a molecular structure, C26H33N3O6, with ωB97M-V with the def2-TZVPD basis set.

Geometry as ORCA input:
```
! wB97M-V def2-TZVPD RIJCOSX def2/J DEFGRID3
* xyz 0 1
C -4.7007 0.4132 6.3208
C -4.1879 0.2246 4.9487
H -3.0389 -0.0562 5.0441
H -4.2969 1.1916 4.3266
O -4.9321 -0.7741 3.9000
C -4.5670 -1.9122 4.3324
C -5.6447 -2.5141 4.8254
C -5.4348 -4.1598 5.2044
C -4.1657 -4.7183 5.1021
C -3.1952 -3.9419 4.6681
C -3.0689 -2.6389 4.3017
N -2.0653 -1.9568 3.6542
C -2.5361 -1.3729 2.2802
H -3.3181 -0.9556 2.3590
C -1.3887 -0.2849 2.1081
N -0.0047 -0.5084 2.3996
C 0.8733 -0.5164 1.5328
O 2.1293 -0.8217 1.8899
C 0.7707 -0.2501 0.2709
C -0.0981 -0.6542 -0.6165
C -0.3000 -0.3712 -2.0440
C 0.5759 0.9142 -2.4368
C 1.4496 1.4174 -1.5418
C 1.5981 1.0878 -0.2690
H 2.3499 1.1099 0.3085
O 2.0272 2.4293 -2.0370
C 3.0520 2.9303 -1.4891
H 3.9911 1.9411 -1.1386
H 2.9843 3.4973 -0.4877
H 3.6589 3.6656 -2.0181
O 0.1913 1.0346 -3.7053
C 0.9770 1.8221 -4.5834
C 2.4296 1.3366 -4.4263
O 2.5477 0.2685 -4.1091
N 3.3523 2.1713 -5.0296
C 3.3835 3.3288 -5.5622
H 2.1756 3.5383 -5.7761
C 3.7825 3.4003 -7.0142
H 3.7757 4.1185 -7.6779
O 5.2545 2.8074 -7.1409
C 5.1195 1.6455 -6.3592
H 6.4296 1.4798 -6.4711
C 4.7780 1.7226 -5.0846
H 4.6984 0.7738 -4.5807
H 5.5012 2.3222 -4.5693
H 4.4789 0.6792 -6.8664
H 2.9629 2.4834 -7.6211
H 3.6583 4.1794 -5.1706
H 1.0443 2.8164 -4.1018
H 0.7213 1.9562 -5.5561
H -0.9807 -0.8573 -2.6199
H -0.7114 -1.6742 -0.3104
C 0.0749 -1.3836 3.8611
C -0.9455 -2.2762 3.9886
H -0.8636 -2.6597 5.0613
H -0.5241 -3.0319 3.3940
H 1.1231 -1.5971 3.7472
H 0.0025 -0.3652 4.4515
H -1.3987 0.1996 1.2492
H -1.6523 0.8354 3.1386
H -2.2879 -2.1800 1.6170
H -2.2081 -4.3643 4.6460
H -4.0951 -5.7443 5.4942
H -6.2305 -4.4502 5.5671
H -6.6596 -2.1749 4.9399
H -4.2635 1.1827 6.8174
H -4.6232 -0.5132 6.7456
H -5.6641 0.6258 6.3530
*
```

The calculation puts the gap between HOMO and LUMO at 7.8 eV. The calculation puts the HOMO energy at -0.2816 Ha.

Which of them is the most stable, and which is the least stable? w and x, in that order.

w | Computed, not measured: a molecular structure, C4H9NO2, with ωB97M-V with the def2-TZVPD basis set.

Geometry as ORCA input:
```
! wB97M-V def2-TZVPD RIJCOSX def2/J DEFGRID3
* xyz -1 2
C -2.5120 -0.6851 0.5264
N -2.2047 0.7243 0.3321
C 3.6474 -0.3902 0.3595
C -0.9956 1.0527 -0.0184
C 0.1492 0.1554 -0.4156
O 0.4840 -0.8140 0.6393
O 0.6752 0.3371 -1.5534
H -3.5574 -0.7526 0.8553
H -1.9213 -1.1344 1.3301
H -2.3992 -1.3005 -0.3706
H 4.3698 0.2714 -0.1137
H 2.8622 -0.6932 -0.3291
H 4.1127 -1.2757 0.7936
H 3.1263 0.1428 1.1556
H -0.9161 2.1092 -0.2698
H -0.1920 -1.0678 -0.2481
*
```

The expectation value of S² is 0.76. The calculation puts the gap between HOMO and LUMO (spin up / spin down) at 5.2 / 8.4 eV. The calculation puts the HOMO energy (spin up / spin down) at -0.0386 / -0.1594 Ha.

x | Computed, not measured: a gas-phase ion, C4H9NO2 (charge -1), with ωB97M-V with the def2-TZVPD basis set.

Geometry as ORCA input:
```
! wB97M-V def2-TZVPD RIJCOSX def2/J DEFGRID3
* xyz -1 2
O -0.9499 -2.7036 0.6249
C -1.1893 -1.6622 -0.1201
C -0.6237 -0.3228 0.2321
C 0.6779 0.1199 -0.5661
C 1.8037 0.2964 0.4464
O 0.5109 1.2227 -1.4499
N -1.6616 0.7010 -0.0498
H -1.8931 -1.7384 -0.9681
H -0.3924 -0.3337 1.2944
H 0.9065 -0.6762 -1.2758
H 1.7944 -0.5964 1.0737
H 1.6748 1.2584 0.9417
H 2.8055 0.2836 0.0027
H 0.4809 2.0569 -0.9691
H -2.5403 0.4926 0.4126
H -1.4042 1.6019 0.3705
*
```

The expectation value of S² is 0.75. The calculation puts the gap between HOMO and LUMO (spin up / spin down) at 3.6 / 6.8 eV. The calculation puts the HOMO energy (spin up / spin down) at 0.0115 / -0.1142 Ha.

Which of them is the most stable, and which is the least stable? x and w, in that order.